Record 1
{
  "formula": "C44H96O12",
  "method": "wB97M-V/def2-TZVPD",
  "relative_energy_kj_mol": 0.0,
  "largest_force_ev_per_a": 2.13,
  "elements": ["C", "C", "C", "O", "C", "H", "H", "H", "H", "H", "H", "H", "H", "C", "C", "C", "O", "C", "H", "H", "H", "H", "H", "H", "H", "H", "C", "C", "C", "O", "C", "H", "H", "H", "H", "H", "H", "H", "H", "C", "C", "C", "O", "C", "H", "H", "H", "H", "H", "H", "H", "H", "C", "C", "C", "O", "C", "H", "H", "H", "H", "H", "H", "H", "H", "C", "C", "C", "O", "C", "H", "H", "H", "H", "H", "H", "H", "H", "C", "C", "C", "O", "C", "H", "H", "H", "H", "H", "H", "H", "H", "C", "C", "C", "O", "C", "H", "H", "H", "H", "H", "H", "H", "H", "C", "C", "C", "O", "H", "H", "H", "H", "H", "H", "H", "H", "C", "C", "C", "O", "H", "H", "H", "H", "H", "H", "H", "H", "C", "C", "C", "O", "H", "H", "H", "H", "H", "H", "H", "H", "C", "C", "C", "O", "H", "H", "H", "H", "H", "H", "H", "H"],
  "coordinates": [[5.45, -2.82, -0.21], [4.06, -2.19, -0.23], [3.24, -3.09, -1.16], [4.16, -3.97, -1.78], [5.51, -3.52, -1.54], [5.53, -3.55, 0.60], [6.22, -2.06, -0.15], [4.15, -1.20, -0.69], [3.63, -2.02, 0.76], [2.68, -2.51, -1.90], [2.60, -3.70, -0.51], [5.90, -2.89, -2.35], [6.08, -4.45, -1.59], [-0.80, 0.59, 0.09], [0.26, 1.38, -0.70], [1.36, 0.31, -0.99], [1.05, -0.84, -0.20], [-0.34, -0.86, 0.07], [-1.75, 0.74, -0.43], [-1.06, 1.06, 1.04], [0.70, 2.21, -0.16], [-0.12, 1.78, -1.64], [2.33, 0.66, -0.65], [1.40, 0.05, -2.05], [-0.46, -1.24, 1.09], [-0.86, -1.45, -0.69], [-4.08, 3.02, -1.87], [-4.83, 1.95, -2.67], [-6.26, 2.01, -2.10], [-6.29, 3.06, -1.11], [-5.19, 3.91, -1.38], [-3.20, 3.42, -2.37], [-3.62, 2.51, -1.01], [-4.41, 0.95, -2.56], [-4.85, 2.20, -3.73], [-6.61, 1.10, -1.63], [-6.90, 2.33, -2.92], [-4.87, 4.51, -0.52], [-5.48, 4.60, -2.18], [1.84, -4.69, 2.65], [1.72, -4.66, 4.17], [0.86, -3.42, 4.42], [0.05, -3.32, 3.27], [0.89, -3.59, 2.16], [1.68, -5.67, 2.20], [2.87, -4.48, 2.33], [2.68, -4.73, 4.69], [1.19, -5.54, 4.56], [1.46, -2.50, 4.50], [0.27, -3.47, 5.34], [1.43, -2.65, 1.98], [0.31, -3.86, 1.28], [0.38, -6.00, -1.29], [0.13, -5.01, -2.42], [-0.66, -3.92, -1.67], [-1.38, -4.63, -0.65], [-1.01, -6.01, -0.64], [1.14, -5.67, -0.59], [0.69, -6.99, -1.65], [-0.39, -5.48, -3.25], [1.04, -4.57, -2.84], [-1.36, -3.40, -2.32], [0.07, -3.28, -1.16], [-1.72, -6.52, -1.30], [-1.01, -6.45, 0.35], [3.18, 4.21, -3.89], [2.09, 3.98, -4.93], [1.63, 2.55, -4.69], [2.01, 2.23, -3.37], [3.23, 2.91, -3.08], [2.89, 5.01, -3.21], [4.16, 4.45, -4.31], [2.33, 4.19, -5.97], [1.24, 4.61, -4.66], [2.12, 1.89, -5.43], [0.57, 2.35, -4.86], [4.07, 2.25, -3.32], [3.33, 3.11, -2.01], [-2.51, 4.94, 2.98], [-1.42, 4.32, 2.12], [-0.23, 5.29, 2.28], [-0.77, 6.50, 2.81], [-2.20, 6.42, 2.85], [-2.54, 4.61, 4.02], [-3.53, 4.87, 2.58], [-1.82, 4.25, 1.11], [-1.22, 3.30, 2.45], [0.29, 5.41, 1.33], [0.51, 4.94, 3.00], [-2.69, 6.91, 2.00], [-2.47, 7.04, 3.71], [1.00, 1.05, 3.54], [2.32, 1.32, 2.84], [3.26, 0.47, 3.70], [2.81, 0.73, 5.03], [1.42, 1.09, 5.00], [0.65, 0.06, 3.26], [0.32, 1.84, 3.21], [2.60, 2.37, 3.00], [2.41, 1.10, 1.78], [4.30, 0.80, 3.62], [3.17, -0.59, 3.45], [1.31, 2.10, 5.42], [0.84, 0.39, 5.60], [-2.43, 0.68, 4.17], [-3.93, 0.59, 3.99], [-4.34, 1.06, 2.61], [-4.26, -0.80, 4.11], [-2.19, 1.75, 4.26], [-1.93, 0.36, 3.26], [-2.05, 0.14, 5.04], [-4.52, 1.18, 4.71], [-3.96, 0.42, 1.81], [-3.92, 2.04, 2.37], [-5.42, 0.99, 2.46], [-5.20, -0.96, 4.10], [5.06, 1.67, 0.47], [6.27, 2.46, 0.90], [6.17, 2.88, 2.37], [7.43, 1.64, 0.72], [4.85, 0.81, 1.09], [5.20, 1.36, -0.57], [4.20, 2.33, 0.48], [6.37, 3.36, 0.28], [5.24, 3.44, 2.50], [7.04, 3.51, 2.60], [6.18, 2.01, 3.01], [8.19, 2.19, 0.94], [-5.27, -3.73, -1.43], [-5.33, -2.30, -0.95], [-3.98, -1.60, -0.88], [-6.20, -1.56, -1.80], [-4.53, -4.32, -0.86], [-4.98, -3.91, -2.47], [-6.21, -4.23, -1.18], [-5.71, -2.25, 0.07], [-4.13, -0.64, -0.41], [-3.55, -1.52, -1.88], [-3.27, -2.25, -0.35], [-5.83, -1.50, -2.69], [-0.27, -1.89, -4.40], [-1.69, -1.33, -4.35], [-1.67, 0.20, -4.22], [-2.44, -1.73, -5.47], [0.31, -1.64, -3.51], [0.29, -1.46, -5.23], [-0.32, -2.98, -4.48], [-2.16, -1.72, -3.44], [-1.39, 0.69, -5.16], [-1.06, 0.62, -3.43], [-2.70, 0.47, -4.01], [-2.13, -1.28, -6.25]]
}

=====

Record 2
{
  "formula": "C45H101N5O8",
  "method": "wB97M-V/def2-TZVPD",
  "relative_energy_kj_mol": 31.9,
  "largest_force_ev_per_a": 1.85,
  "elements": ["C", "C", "C", "C", "C", "C", "C", "C", "C", "N", "O", "H", "H", "H", "H", "H", "H", "H", "H", "H", "H", "H", "H", "H", "H", "H", "H", "H", "H", "H", "C", "C", "C", "C", "C", "C", "C", "C", "C", "N", "O", "H", "H", "H", "H", "H", "H", "H", "H", "H", "H", "H", "H", "H", "H", "H", "H", "H", "H", "H", "C", "C", "C", "C", "C", "C", "C", "C", "C", "N", "O", "H", "H", "H", "H", "H", "H", "H", "H", "H", "H", "H", "H", "H", "H", "H", "H", "H", "H", "H", "C", "C", "C", "C", "C", "C", "C", "C", "C", "N", "O", "H", "H", "H", "H", "H", "H", "H", "H", "H", "H", "H", "H", "H", "H", "H", "H", "H", "H", "H", "C", "C", "C", "C", "C", "C", "C", "C", "C", "N", "O", "H", "H", "H", "H", "H", "H", "H", "H", "H", "H", "H", "H", "H", "H", "H", "H", "H", "H", "H", "O", "H", "H", "O", "H", "H", "O", "H", "H"],
  "coordinates": [[-3.96, -31.30, -31.02], [-3.06, -31.19, -29.78], [-3.95, -30.88, -28.56], [-2.42, -32.56, -29.54], [-1.20, -32.49, -28.62], [-0.22, -31.44, -29.09], [-0.82, -30.05, -29.32], [-0.92, -29.29, -27.99], [0.20, -29.31, -30.19], [-2.07, -30.15, -30.04], [-2.65, -28.90, -30.29], [-4.53, -32.23, -30.94], [-4.66, -30.46, -31.10], [-3.38, -31.29, -31.94], [-4.51, -29.95, -28.60], [-4.72, -31.65, -28.44], [-3.39, -30.95, -27.62], [-3.17, -33.19, -29.03], [-2.29, -33.14, -30.45], [-1.55, -32.36, -27.59], [-0.65, -33.44, -28.61], [0.20, -31.77, -30.04], [0.60, -31.35, -28.37], [0.08, -29.09, -27.59], [-1.42, -29.90, -27.24], [-1.40, -28.31, -28.11], [1.17, -29.25, -29.67], [-0.05, -28.25, -30.25], [0.29, -29.74, -31.18], [-3.03, -28.60, -29.43], [-6.55, -24.02, -24.80], [-6.76, -23.42, -26.19], [-7.28, -24.48, -27.17], [-7.81, -22.31, -26.06], [-7.80, -21.26, -27.17], [-6.41, -20.65, -27.26], [-5.35, -21.72, -27.54], [-5.50, -22.20, -28.98], [-4.01, -21.04, -27.34], [-5.51, -22.79, -26.58], [-4.46, -23.77, -26.66], [-7.55, -24.24, -24.40], [-5.95, -24.92, -24.86], [-6.09, -23.31, -24.12], [-7.74, -23.94, -28.01], [-6.49, -25.12, -27.56], [-8.07, -25.05, -26.69], [-8.83, -22.72, -26.11], [-7.65, -21.81, -25.10], [-8.04, -21.73, -28.14], [-8.62, -20.57, -27.00], [-6.23, -20.12, -26.32], [-6.38, -19.94, -28.10], [-4.85, -23.06, -29.15], [-5.22, -21.43, -29.72], [-6.51, -22.53, -29.21], [-3.74, -20.36, -28.15], [-3.19, -21.76, -27.26], [-3.94, -20.46, -26.41], [-3.76, -23.40, -26.10], [-0.28, -27.56, -24.89], [-1.44, -26.67, -24.42], [-2.46, -26.62, -25.57], [-2.02, -27.30, -23.17], [-2.94, -26.33, -22.41], [-2.14, -25.07, -22.07], [-1.55, -24.38, -23.27], [-2.58, -23.65, -24.12], [-0.48, -23.40, -22.85], [-0.84, -25.37, -24.08], [-0.22, -24.76, -25.19], [-0.54, -28.62, -24.87], [-0.01, -27.29, -25.91], [0.57, -27.50, -24.21], [-2.00, -26.20, -26.46], [-2.87, -27.63, -25.74], [-3.37, -26.11, -25.23], [-2.55, -28.22, -23.42], [-1.24, -27.53, -22.44], [-3.82, -26.10, -23.03], [-3.23, -26.78, -21.46], [-1.35, -25.27, -21.34], [-2.81, -24.36, -21.57], [-2.13, -23.53, -25.12], [-2.69, -22.60, -23.82], [-3.51, -24.20, -24.20], [0.36, -23.95, -22.42], [-0.85, -22.70, -22.09], [-0.07, -22.80, -23.67], [0.68, -24.68, -24.85], [-1.01, -23.17, -28.08], [-0.55, -24.22, -29.09], [0.43, -25.17, -28.43], [-1.79, -25.03, -29.49], [-2.63, -24.33, -30.55], [-1.73, -24.06, -31.74], [-0.54, -23.15, -31.45], [0.43, -23.36, -32.61], [-0.96, -21.68, -31.33], [0.12, -23.62, -30.24], [1.15, -22.74, -29.80], [-0.25, -22.41, -27.90], [-1.35, -23.66, -27.17], [-1.86, -22.62, -28.50], [1.18, -24.59, -27.87], [0.95, -25.77, -29.19], [0.02, -25.89, -27.73], [-1.41, -26.00, -29.81], [-2.42, -25.16, -28.61], [-3.04, -23.41, -30.12], [-3.46, -24.95, -30.88], [-2.32, -23.61, -32.54], [-1.40, -25.03, -32.13], [-0.03, -23.29, -33.60], [1.24, -22.63, -32.64], [0.86, -24.36, -32.54], [-0.10, -21.02, -31.38], [-1.67, -21.41, -32.11], [-1.42, -21.51, -30.35], [1.95, -23.26, -29.93], [-7.66, -28.50, -22.36], [-7.94, -29.01, -23.80], [-9.48, -29.21, -23.89], [-7.51, -27.95, -24.78], [-6.02, -27.92, -25.09], [-5.54, -29.29, -25.54], [-5.92, -30.41, -24.58], [-5.77, -31.73, -25.31], [-4.91, -30.38, -23.41], [-7.25, -30.27, -24.04], [-7.74, -31.36, -23.29], [-6.59, -28.41, -22.20], [-8.16, -27.54, -22.21], [-8.00, -29.22, -21.61], [-9.75, -30.09, -24.47], [-9.96, -29.23, -22.92], [-9.91, -28.35, -24.41], [-8.12, -27.89, -25.68], [-7.75, -27.01, -24.26], [-5.74, -27.13, -25.80], [-5.48, -27.61, -24.18], [-4.45, -29.26, -25.55], [-5.93, -29.45, -26.55], [-4.75, -31.81, -25.71], [-6.40, -31.78, -26.21], [-6.07, -32.57, -24.69], [-4.93, -29.42, -22.88], [-3.88, -30.42, -23.80], [-5.10, -31.13, -22.65], [-7.21, -31.41, -22.47], [-6.64, -27.23, -29.70], [-7.03, -28.11, -29.52], [-7.37, -26.61, -29.60], [-4.99, -27.91, -31.89], [-4.10, -28.20, -31.61], [-5.46, -27.74, -31.05], [-4.25, -27.47, -28.15], [-5.04, -27.38, -28.72], [-4.27, -26.70, -27.57]]
}

=====

Record 3
{
  "formula": "C45H104O21S3",
  "method": "wB97M-V/def2-TZVPD",
  "relative_energy_kj_mol": 32.9,
  "largest_force_ev_per_a": 3.52,
  "elements": ["C", "C", "C", "O", "C", "H", "H", "H", "H", "H", "H", "H", "H", "C", "C", "C", "O", "C", "H", "H", "H", "H", "H", "H", "H", "H", "C", "C", "C", "O", "C", "H", "H", "H", "H", "H", "H", "H", "H", "C", "C", "C", "O", "C", "H", "H", "H", "H", "H", "H", "H", "H", "C", "C", "C", "O", "C", "H", "H", "H", "H", "H", "H", "H", "H", "C", "C", "C", "O", "C", "H", "H", "H", "H", "H", "H", "H", "H", "C", "C", "C", "O", "C", "H", "H", "H", "H", "H", "H", "H", "H", "C", "C", "C", "O", "C", "H", "H", "H", "H", "H", "H", "H", "H", "C", "O", "H", "H", "H", "H", "C", "O", "H", "H", "H", "H", "C", "O", "H", "H", "H", "H", "C", "O", "H", "H", "H", "H", "O", "S", "O", "O", "C", "C", "C", "H", "H", "H", "H", "H", "H", "H", "H", "O", "S", "O", "O", "C", "C", "C", "H", "H", "H", "H", "H", "H", "H", "H", "O", "S", "O", "O", "C", "C", "C", "H", "H", "H", "H", "H", "H", "H", "H"],
  "coordinates": [[-1.71, 3.40, 3.37], [-1.96, 1.84, 3.24], [-3.26, 1.75, 2.44], [-3.59, 3.13, 2.10], [-3.10, 3.99, 3.10], [-1.11, 3.76, 2.54], [-1.24, 3.70, 4.36], [-2.05, 1.43, 4.27], [-1.12, 1.33, 2.77], [-4.08, 1.40, 2.96], [-3.17, 1.29, 1.47], [-3.79, 4.11, 3.99], [-3.04, 4.97, 2.62], [4.85, 1.44, 0.32], [6.19, 2.15, 0.74], [5.73, 3.58, 0.62], [4.70, 3.75, -0.32], [3.89, 2.57, -0.04], [4.53, 0.92, 1.24], [4.86, 0.76, -0.56], [6.98, 1.87, 0.02], [6.46, 1.72, 1.70], [6.54, 4.20, 0.28], [5.35, 4.00, 1.63], [3.38, 2.32, -0.95], [3.25, 2.67, 0.83], [-0.80, -3.73, 3.17], [-0.43, -5.08, 3.70], [1.04, -5.21, 3.32], [1.12, -4.61, 1.98], [-0.04, -3.76, 1.83], [-0.36, -2.99, 3.84], [-1.90, -3.63, 3.03], [-0.97, -5.89, 3.20], [-0.60, -5.25, 4.75], [1.43, -6.21, 3.22], [1.62, -4.64, 4.07], [-0.66, -4.32, 1.08], [0.26, -2.82, 1.41], [-4.46, -0.96, -2.16], [-5.43, -1.29, -3.39], [-4.88, -2.61, -3.95], [-4.05, -3.13, -2.85], [-3.40, -2.00, -2.30], [-5.12, -1.09, -1.28], [-4.13, 0.05, -2.28], [-5.42, -0.53, -4.23], [-6.50, -1.39, -3.04], [-4.31, -2.54, -4.88], [-5.70, -3.31, -4.06], [-2.65, -1.72, -3.03], [-2.94, -2.36, -1.35], [-1.73, 2.02, -4.64], [-0.24, 1.51, -4.57], [-0.36, 0.09, -5.05], [-1.65, -0.13, -5.60], [-2.23, 1.16, -5.86], [-2.04, 3.06, -4.74], [-2.19, 1.62, -3.73], [0.24, 1.49, -3.61], [0.43, 2.12, -5.19], [-0.14, -0.64, -4.24], [0.36, -0.06, -5.82], [-3.28, 1.04, -6.03], [-1.83, 1.69, -6.68], [-5.35, -3.15, 2.79], [-5.60, -2.24, 4.00], [-4.16, -1.63, 4.24], [-3.67, -1.48, 2.85], [-4.42, -2.32, 2.00], [-6.30, -3.29, 2.22], [-4.99, -4.09, 3.08], [-5.93, -2.85, 4.85], [-6.29, -1.49, 3.63], [-3.54, -2.32, 4.81], [-4.09, -0.64, 4.69], [-3.78, -2.92, 1.40], [-4.97, -1.66, 1.36], [1.94, 1.84, 4.74], [2.53, 3.23, 4.79], [2.15, 3.85, 3.43], [1.67, 2.73, 2.60], [1.83, 1.54, 3.28], [0.95, 1.80, 5.20], [2.61, 1.03, 5.14], [3.60, 3.15, 4.99], [2.10, 3.87, 5.57], [2.92, 4.37, 2.87], [1.29, 4.54, 3.61], [2.81, 1.15, 2.95], [0.98, 0.88, 3.00], [1.16, 0.22, -1.04], [-0.32, 0.03, -1.40], [-1.02, -0.42, -0.09], [0.00, -0.35, 0.94], [1.27, -0.54, 0.32], [1.37, 1.27, -0.87], [1.80, -0.12, -1.85], [-0.39, -0.75, -2.18], [-0.88, 0.95, -1.70], [-1.39, -1.46, -0.04], [-1.83, 0.31, 0.22], [1.48, -1.60, 0.16], [1.95, 0.00, 0.94], [-3.95, -5.94, -0.94], [-4.09, -4.76, -0.24], [-3.89, -5.74, -2.03], [-3.03, -6.49, -0.66], [-4.86, -6.54, -0.87], [-3.96, -3.94, -0.80], [3.03, -2.96, -1.29], [1.87, -2.49, -2.00], [3.82, -2.20, -1.26], [2.78, -3.23, -0.22], [3.50, -3.83, -1.74], [1.87, -3.02, -2.77], [0.47, 4.12, -0.49], [-0.17, 2.96, 0.12], [1.28, 3.87, -1.17], [-0.30, 4.76, -0.90], [0.91, 4.78, 0.23], [0.36, 2.74, 0.91], [-0.42, -3.25, -4.56], [1.03, -3.06, -4.61], [-0.64, -4.29, -4.73], [-0.75, -2.90, -3.58], [-0.92, -2.71, -5.31], [1.23, -2.29, -5.15], [5.33, -0.97, -2.74], [5.81, 0.09, -3.54], [6.90, -0.15, -4.48], [4.60, 0.71, -4.37], [3.40, -0.09, -4.45], [3.27, -0.56, -5.87], [6.16, 1.54, -2.59], [2.54, 0.58, -4.23], [3.42, -0.90, -3.69], [2.42, -1.27, -6.04], [4.20, -1.08, -6.13], [3.15, 0.25, -6.58], [6.86, 1.26, -1.76], [5.27, 1.95, -2.13], [6.62, 2.31, -3.16], [7.79, -0.52, 3.38], [6.66, -0.06, 4.10], [6.56, 1.36, 4.37], [5.26, -0.40, 3.28], [5.32, -1.74, 2.72], [3.93, -2.32, 2.59], [6.52, -1.02, 5.51], [6.03, -2.37, 3.23], [5.75, -1.60, 1.72], [3.87, -3.35, 2.20], [3.40, -1.62, 1.91], [3.44, -2.50, 3.55], [7.40, -1.03, 6.14], [6.23, -2.02, 5.19], [5.70, -0.57, 6.09], [-5.50, 5.97, -1.77], [-6.26, 4.74, -1.81], [-7.22, 4.49, -2.87], [-5.23, 3.54, -1.79], [-3.89, 3.84, -1.25], [-3.16, 2.55, -1.21], [-7.03, 4.66, -0.19], [-4.03, 4.18, -0.21], [-3.39, 4.56, -1.87], [-3.67, 1.76, -0.65], [-2.18, 2.71, -0.71], [-3.01, 2.08, -2.18], [-6.17, 4.93, 0.47], [-7.46, 3.70, -0.02], [-7.81, 5.41, -0.35]]
}

=====

no.,DFT total energy (eV)
1,-71750.5022
2,-72128.9071
3,-123845.8654